The following is a quantum chemistry calculation of a cluster of 2 separate species, C3H6ClNS in total, from the Open Molecules 2025 dataset.

Atoms and positions in Å:
C: 0.96737 0.84343 -0.03631
C: -0.44726 -0.76737 -1.30680
C: -0.72719 0.04823 2.02030
N: 0.58045 0.28846 -1.15341
S: 2.07216 1.75354 0.58637
Cl: 0.68595 0.05172 2.98203
H: -0.04911 -1.41991 -2.06032
H: -0.35079 -1.18269 -0.34238
H: -1.54445 -0.58007 -1.52263
H: -0.90557 -0.76164 1.32364
H: -0.89774 1.01775 1.60253
H: 0.61619 0.70854 -2.09301

Cartesian forces (eV/Å) of the 2 atoms listed first:
-0.4 -1.1 -0.3
0.0 0.2 0.7

## Properties
**Kohn-Sham gap (alpha / beta)**: 8.101 / 7.346 eV
**Maximum force**: 3.25 eV/A
**Relative energy (zero: lowest compared OMol25 entry of this formula, charge and spin)**: 108.7 kcal per mole
**E**: -1030.87916 a.u.
**E_LUMO (alpha / beta)**: -0.2 / 0.0 eV

***

The following is a quantum chemistry calculation of the ion C9H20N3O3 with charge +1, from the Open Molecules 2025 dataset.

Atoms and positions in Å:
C: -3.00620 -1.99911 -1.06223
C: -1.80492 -2.17909 -1.98792
C: -0.65005 -1.24700 -1.59062
C: 0.15990 -1.81989 -0.43514
C: 1.40742 -0.98192 -0.11372
N: 1.07288 0.45577 0.03738
C: 1.86353 1.36324 -0.59992
N: 3.03871 1.09895 -1.13475
N: 1.36129 2.63406 -0.67425
C: 0.37272 2.85974 0.41165
O: 0.85584 2.27555 1.57306
C: 0.90395 0.87703 1.48391
C: -0.32542 0.21948 2.09656
O: -0.51894 0.70132 3.40038
O: -1.33786 1.87835 3.31481
H: -2.73791 -2.20795 -0.02864
H: -3.84808 -2.61307 -1.36058
H: -3.32927 -0.95876 -1.09996
H: -1.45736 -3.21001 -1.94529
H: -2.11678 -1.96556 -3.00640
H: -1.10121 -0.29401 -1.31398
H: 0.00712 -1.06854 -2.44253
H: 0.53730 -2.78754 -0.76350
H: -0.44353 -1.96251 0.45428
H: 2.09161 -1.13564 -0.93757
H: 1.84594 -1.33969 0.81731
H: 3.48294 0.20152 -1.08561
H: 3.50382 1.80345 -1.68135
H: 2.13573 3.28164 -0.54597
H: 0.25541 3.92744 0.54296
H: -0.58130 2.44954 0.08675
H: 1.79566 0.56385 2.03023
H: -0.15293 -0.85202 2.18621
H: -1.20795 0.39009 1.48161
H: -2.07204 1.64128 3.89285

Cartesian forces (eV/Å) of the 2 atoms listed first:
0.3 0.3 -0.1
0.0 0.2 0.3

## Properties
**Kohn-Sham gap**: 10.311 eV
**Maximum force**: 1.65 eV/A
**SMILES**: CCCCCN1C(N)=[NH+]CO[C@H]1COO
**Relative energy (zero: lowest compared OMol25 entry of this formula, charge and spin)**: 110.9 kcal per mole
**E**: -744.58596 a.u.
**Net charge**: +1
**E_LUMO**: -3.0 eV

***

The following is a quantum chemistry calculation of a structure of composition C24H31AlNO4Si, from the Open Molecules 2025 dataset.

Atoms and positions in Å:
C: -2.55579 -3.92608 1.48699
C: -1.51909 -4.95311 0.94206
C: -0.13054 -4.31042 0.59319
C: 0.09161 -4.12177 -0.97444
C: 0.46494 -2.65014 -1.19366
C: -0.29994 -1.73840 -1.96647
C: 0.02493 -0.37989 -2.14413
C: -0.83622 0.56800 -2.99932
O: -2.20558 0.09032 -3.19844
C: -2.94162 0.15364 -2.11300
C: -3.46771 -1.02905 -1.42843
C: -4.21612 -0.93633 -0.28252
C: -4.46392 0.38625 0.22515
C: -3.97597 1.57322 -0.45489
C: -3.23543 1.49989 -1.58525
C: 1.19345 0.11495 -1.51226
C: 1.64501 1.58112 -1.58969
C: 1.69466 2.15512 -0.10751
O: 0.91746 3.34809 0.00036
Si: 1.40724 4.18712 1.41115
C: 1.70724 3.07001 2.90705
C: 3.06371 5.06617 0.95915
C: 0.14796 5.51084 1.93909
C: 1.97206 -0.79582 -0.76191
C: 1.65212 -2.16780 -0.58167
C: 2.70657 -2.86417 0.28077
O: 2.99221 -4.02612 0.38974
N: 3.35938 -1.74847 0.94898
C: 3.26701 -0.59440 0.03524
O: 4.11884 0.23638 -0.01839
H: -3.14924 -4.46240 2.24831
H: -2.06383 -3.08431 2.01273
H: -3.20802 -3.51541 0.69889
H: -1.87682 -5.46566 0.03555
H: -1.34109 -5.70439 1.72706
H: 0.71211 -4.84534 1.06044
H: -0.12686 -3.30417 1.06500
H: -0.78732 -4.42388 -1.55711
H: 1.00767 -4.68718 -1.21806
H: -1.20102 -2.13592 -2.44614
H: -0.79095 1.58838 -2.58298
H: -0.36541 0.62423 -3.99723
H: -3.28016 -2.03489 -1.81679
H: -4.56360 -1.84713 0.20718
H: -5.04263 0.49367 1.15069
H: -4.20557 2.57253 -0.06427
H: -2.84644 2.37070 -2.11844
H: 2.69084 1.57195 -1.93741
H: 0.99274 2.19965 -2.21724
H: 1.25191 1.41708 0.59287
H: 2.74994 2.29181 0.18776
H: 1.08947 2.15226 2.91681
H: 2.77759 2.84648 3.06764
H: 1.39240 3.65953 3.79298
H: 3.89079 4.35993 1.13857
H: 3.00961 5.25524 -0.12911
H: 3.14281 5.99837 1.53716
H: -0.21131 6.04337 1.04586
H: 0.68917 6.17129 2.64280
H: -0.67285 5.06694 2.53442
H: 2.75447 -1.56759 1.76156
Al: 5.00317 -2.90430 -0.54645

Cartesian forces (eV/Å) of the 2 atoms listed first:
0.3 -0.5 0.2
0.7 0.5 0.0

## Properties
**Kohn-Sham gap**: 2.085 eV
**Maximum force**: 3.58 eV/A
**Relative energy (zero: lowest compared OMol25 entry of this formula, charge and spin)**: 0.0 kcal per mole
**E**: -1819.56754 a.u.
**Net charge**: +3
**E_LUMO**: -14.7 eV

***

The following is a quantum chemistry calculation of a cluster of 2 separate species, C5H8O2 in total, from the Open Molecules 2025 dataset.

Atoms and positions in Å:
C: 0.85176 -0.34267 -1.24033
C: 0.50517 -1.24753 -0.03713
O: -0.94024 -1.51370 -0.29086
C: 0.85677 -0.59771 1.30473
O: 1.89795 -0.62103 1.90673
H: 0.27571 0.54238 -1.23138
H: 1.95122 0.03416 -1.27978
H: 0.52471 -0.83628 -2.21043
H: 1.09274 -2.15170 -0.31809
H: -1.48474 -0.94167 0.20575
H: 0.13463 0.10966 1.59869
C: -1.71152 2.04246 -0.09416
C: -1.07287 1.71397 0.87230
H: -2.16657 2.07903 -1.00707
H: -0.71472 1.73063 1.82105

Cartesian forces (eV/Å) of the 2 atoms listed first:
1.9 0.3 -0.9
-0.5 -0.5 -2.3

## Properties
**Kohn-Sham gap**: 10.642 eV
**Maximum force**: 3.01 eV/A
**SMILES**: C[C@H](O)C=O.C#C
**Relative energy (zero: lowest compared OMol25 entry of this formula, charge and spin)**: 98.0 kcal per mole
**E**: -345.64878 a.u.
**E_LUMO**: 0.6 eV

***

The following is a quantum chemistry calculation of a cluster of 5 separate species, C25H57FO13S in total, from the Open Molecules 2025 dataset.

Atoms and positions in Å:
C: 2.51866 -4.04817 0.57141
C: 3.15060 -3.50030 -0.69933
O: 4.12823 -2.50382 -0.41228
C: 2.12710 -2.98373 -1.72648
O: 0.79410 -2.86563 -1.22331
C: 0.50434 -1.72737 -0.49953
C: -0.73964 -1.97701 0.38898
C: -1.64714 -3.05973 -0.20528
C: -3.09149 -3.03506 0.26153
F: -1.09761 -4.28790 0.19047
C: -1.47330 -0.67910 0.77247
C: -0.71190 0.58114 0.42687
O: -0.67126 0.68344 -1.02241
S: 0.37834 -0.31926 -1.67425
O: -0.18068 -0.75290 -2.91071
O: 1.65907 0.32715 -1.66815
H: 2.27145 -3.23098 1.25625
H: 3.22915 -4.68789 1.09214
H: 1.60707 -4.60640 0.37620
H: 3.69945 -4.31360 -1.17442
H: 3.92234 -2.09466 0.42813
H: 2.05146 -3.69144 -2.54937
H: 2.47536 -2.03941 -2.14544
H: 1.34366 -1.43113 0.13509
H: -0.33103 -2.41467 1.30095
H: -1.59878 -3.05716 -1.29170
H: -3.44896 -4.06066 0.33086
H: -3.71072 -2.54540 -0.48948
H: -3.22987 -2.57042 1.23175
H: -1.67404 -0.67874 1.84456
H: -2.42868 -0.59446 0.26060
H: -1.27354 1.44890 0.75876
H: 0.29968 0.61837 0.83077
C: -6.23663 -4.81801 5.74326
O: -5.00164 -5.50908 5.70319
C: -4.70101 -6.06453 4.43420
C: -3.71472 -5.21556 3.66516
O: -4.25421 -3.94496 3.33188
C: -3.81543 -2.90580 4.18472
H: -6.26921 -4.26454 6.68004
H: -6.33382 -4.11665 4.91114
H: -7.07593 -5.52127 5.72052
H: -5.61519 -6.20009 3.84806
H: -4.25756 -7.05035 4.60318
H: -3.46549 -5.72252 2.72779
H: -2.79157 -5.09948 4.24120
H: -2.76954 -2.64691 3.97580
H: -3.91038 -3.17899 5.23782
H: -4.43906 -2.03478 3.98709
C: 0.18317 -3.44774 -7.62848
O: 0.09134 -3.46263 -6.21797
C: -0.71950 -2.41897 -5.68867
C: -2.10010 -2.91283 -5.32666
O: -2.84095 -3.33691 -6.46237
C: -2.85407 -4.73976 -6.63630
H: 0.63996 -4.38719 -7.93701
H: -0.80058 -3.36034 -8.09651
H: 0.81646 -2.62056 -7.96846
H: -0.78939 -1.59059 -6.40046
H: -0.23631 -2.05152 -4.78408
H: -2.65402 -2.09165 -4.86214
H: -2.02378 -3.72614 -4.59707
H: -3.49696 -5.21925 -5.88909
H: -1.84931 -5.16399 -6.56919
H: -3.25892 -4.94246 -7.62666
C: 4.12303 5.68851 -0.85813
O: 3.76188 4.81022 -1.90334
C: 3.22235 3.58043 -1.43668
C: 1.71299 3.56820 -1.47666
O: 1.14898 4.52305 -0.57861
C: 0.72825 5.71449 -1.21436
H: 4.31626 6.66711 -1.29555
H: 3.32006 5.78212 -0.12195
H: 5.03290 5.34224 -0.35366
H: 3.56929 3.37627 -0.41833
H: 3.59721 2.78657 -2.08745
H: 1.36581 2.58363 -1.17099
H: 1.36138 3.75015 -2.49673
H: -0.18320 5.54326 -1.79789
H: 1.50302 6.11592 -1.87197
H: 0.51140 6.44541 -0.43577
C: 4.83423 7.93227 2.78590
O: 4.39197 7.67835 4.10593
C: 3.44372 8.62213 4.57317
C: 2.03073 8.09091 4.47091
O: 1.63794 7.88099 3.12481
C: 1.71462 6.52763 2.71241
H: 5.35267 7.03946 2.43945
H: 3.99562 8.13688 2.11607
H: 5.53158 8.77668 2.76142
H: 3.53058 9.56110 4.01766
H: 3.67069 8.82699 5.62388
H: 1.34450 8.82561 4.90354
H: 1.93982 7.16339 5.04504
H: 0.90894 5.93846 3.16391
H: 2.67656 6.08055 2.97415
H: 1.59714 6.50507 1.63022

Cartesian forces (eV/Å) of the 2 atoms listed first:
0.2 0.0 0.1
-0.1 0.0 0.1

## Properties
**Kohn-Sham gap**: 9.141 eV
**Maximum force**: 0.50 eV/A
**SMILES**: C[C@H](O)CO[C@@H]1[C@H]([C@H](C)F)CCOS1(=O)=O.COCCOC.COCCOC.COCCOC.COCCOC
**Relative energy (zero: lowest compared OMol25 entry of this formula, charge and spin)**: 0.0 kcal per mole
**E**: -2462.69423 a.u.
**E_LUMO**: 0.2 eV

***

The following is a quantum chemistry calculation of a structure of composition C10H9N2O5SeV, from the Open Molecules 2025 dataset.

Atoms and positions in Å:
O: -2.16059 -3.29161 -1.69825
C: -1.35016 -2.47827 -1.64806
V: 0.42848 0.41104 -2.22765
O: 2.05731 -1.41698 -0.32325
C: 1.30872 -0.76561 -0.94820
C: 1.28972 2.06725 -2.10792
O: 1.76533 3.13524 -2.00092
C: -1.04731 1.66985 -2.95592
O: -1.75300 2.50167 -3.42649
C: 0.99158 -0.55416 -3.76777
O: 1.50222 -1.11376 -4.66513
H: -1.03279 0.31336 -2.92808
C: 1.70114 1.68106 1.48056
N: 0.74684 0.63088 1.83422
C: 0.94786 -0.29912 2.85732
C: -0.13768 -1.14064 2.85340
N: -0.98505 -0.71324 1.82683
C: -2.24779 -1.36233 1.47004
C: -0.44991 0.38555 1.22265
Se: -1.10653 1.39505 -0.22879
H: 1.13687 2.47006 0.97166
H: 2.47583 1.26798 0.81212
H: 2.14655 2.05583 2.41523
H: 1.81864 -0.29929 3.50378
H: -0.40301 -1.98621 3.48579
H: -2.04858 -2.35287 1.05512
H: -2.82469 -1.47544 2.39132
H: -2.77001 -0.73530 0.74637

Cartesian forces (eV/Å) of the 2 atoms listed first:
2.7 2.6 0.2
-2.5 -2.5 -0.4

## Properties
**Kohn-Sham gap (alpha / beta)**: 5.997 / 6.082 eV
**Maximum force**: 9.14 eV/A
**Multiplicity**: 3
**⟨S²⟩**: 2.06
**Relative energy (zero: lowest compared OMol25 entry of this formula, charge and spin)**: 16.5 kcal per mole
**E**: -4216.88859 a.u.
**Net charge**: +2
**E_LUMO (alpha / beta)**: -10.2 / -10.1 eV

***

- Which of these has the highest relative energy (zero: lowest compared OMol25 entry of this formula, charge and spin)?
  C9H20N3O3

***

- Which of these has the highest E?
  C5H8O2

***

- Which of these has the lowest E?
  C10H9N2O5SeV